Formula: C45H38IrN5O6P
Source: OMol25
Level of theory: ωB97M-V with the def2-TZVPD basis set

Structure (XYZ):
```
96
Properties=species:S:1:pos:R:3:forces:R:3:lowdin_charge:R:1
Ir -0.988 -0.868 0.390 0.0 0.4 -0.4 1.22
P 1.195 -1.319 -0.345 -0.1 0.0 -0.1 1.03
O -1.844 7.015 2.731 0.1 0.1 0.0 0.11
O -1.005 1.368 -0.019 0.1 0.2 0.4 -0.16
O -0.090 6.686 -3.171 0.0 0.0 0.0 0.10
O -0.456 8.221 -1.703 0.0 0.0 0.0 0.10
O -0.737 2.076 -2.133 0.1 -0.2 -0.3 0.05
O -2.321 4.969 3.179 0.1 -0.1 -0.1 0.05
N -2.785 -0.119 1.018 0.0 -0.2 0.1 0.00
N -0.402 7.065 -2.065 0.0 0.0 0.0 -0.35
N -2.381 -1.508 -1.225 0.1 0.0 0.0 0.05
N -0.558 -0.244 2.351 0.2 0.0 -0.1 0.03
N -1.895 5.846 2.442 -0.3 -0.2 0.1 -0.34
C 4.168 -1.469 -1.941 0.1 0.1 0.0 -0.05
C -3.374 -2.846 -2.951 0.0 0.0 0.0 0.00
C -1.366 4.098 0.784 0.0 0.0 -0.1 0.07
C 4.558 -1.365 2.019 0.0 0.0 0.0 -0.07
C 3.065 -0.686 -3.985 0.0 0.0 0.0 -0.04
C 2.247 -3.938 -0.788 0.0 -0.1 -0.1 -0.07
C 4.072 0.934 1.576 0.0 0.0 0.0 -0.03
C 0.438 -0.582 3.192 0.0 -0.1 0.0 -0.26
C -0.875 2.259 -0.937 -0.5 -0.1 0.0 -0.59
C -1.429 0.719 2.757 0.0 0.0 0.0 -0.19
C -0.979 3.718 -0.490 0.2 -0.1 0.1 -0.07
C -1.175 1.534 3.839 0.1 0.0 -0.1 0.01
C 0.135 -5.086 0.587 0.0 0.0 0.0 -0.04
C -3.761 1.611 2.300 0.0 0.1 -0.1 0.03
C -4.864 1.584 1.460 0.0 0.0 0.0 0.00
C 1.146 -5.882 0.081 0.0 0.0 0.0 -0.06
C 3.432 -1.720 1.299 0.1 0.1 0.0 -0.14
C 2.912 -1.005 -2.640 0.0 0.0 0.1 -0.24
C -4.759 -1.431 -1.678 0.0 0.0 0.0 0.01
C 4.882 -0.024 2.158 0.0 0.0 0.0 -0.06
C 2.102 1.710 0.281 0.0 0.0 0.0 -0.03
C -0.674 4.699 -1.428 0.0 0.0 0.0 0.09
C 0.152 -3.700 0.409 0.0 -0.1 0.0 -0.33
C 2.023 -0.206 -4.757 0.0 0.0 -0.1 -0.06
C -1.448 5.446 1.095 0.1 0.0 0.0 -0.11
C -3.807 -0.118 0.169 0.1 0.0 -0.1 -0.18
C -1.130 6.442 0.195 0.0 0.0 0.0 0.09
C -0.989 -3.133 -2.522 0.0 0.1 0.0 -0.01
C -0.004 1.342 4.556 0.0 0.0 0.1 0.00
C 0.772 0.245 4.261 0.0 0.0 0.0 0.01
C 2.200 -5.310 -0.626 0.0 0.0 0.0 -0.06
C -1.029 -2.875 0.884 -0.1 0.1 0.1 -0.27
C 2.606 -0.762 0.703 0.1 0.1 0.0 -0.30
C -2.268 -2.433 -2.200 0.0 0.0 0.0 -0.26
C -4.883 0.736 0.366 0.0 0.0 0.0 0.03
C -2.704 0.763 2.021 0.0 0.1 0.0 -0.19
C 0.602 -0.320 -2.844 0.1 -0.1 0.1 -0.13
C -0.746 6.028 -1.065 0.0 0.0 0.0 -0.10
C 1.035 -1.947 3.125 0.1 0.0 0.0 -0.02
C 2.933 0.595 0.846 -0.1 0.0 0.0 -0.25
C -4.627 -2.348 -2.707 0.0 0.0 0.0 -0.01
C 1.239 -3.132 -0.254 0.0 0.0 0.1 -0.35
C 0.783 -0.006 -4.181 -0.1 0.1 0.1 -0.06
C 1.637 -0.834 -2.057 0.2 -0.1 -0.1 -0.28
C -3.644 -1.043 -0.969 0.0 0.1 0.0 -0.17
H 1.110 -6.954 0.223 0.0 0.0 0.0 0.11
H 2.689 2.626 0.221 0.0 0.0 0.0 0.09
H 1.714 1.492 -0.713 0.0 0.0 -0.1 0.07
H -0.359 -0.131 -2.395 -0.1 0.0 0.0 0.06
H -5.485 -2.677 -3.276 0.0 0.0 0.0 0.13
H -1.927 -3.323 0.443 0.0 0.0 0.0 0.06
H -1.609 3.354 1.519 0.0 -0.1 0.2 0.10
H 0.397 -2.601 3.727 0.0 0.0 0.0 0.11
H 0.247 1.995 5.381 0.0 0.0 0.0 0.13
H -1.867 2.314 4.109 0.0 0.1 0.0 0.11
H 3.065 -3.492 -1.336 -0.1 -0.2 0.0 0.09
H 2.188 0.025 -5.801 0.0 0.0 0.0 0.11
H 4.687 -2.203 -2.560 0.0 0.0 0.0 0.09
H -0.114 -2.635 -2.143 0.0 0.1 0.0 0.02
H -3.714 2.312 3.120 0.0 0.0 0.0 0.12
H -1.185 7.488 0.454 0.0 0.0 0.0 0.14
H 4.045 -0.810 -4.432 0.0 0.0 0.0 0.12
H 4.326 1.982 1.675 0.0 0.0 0.0 0.12
H -1.014 -4.144 -2.109 0.0 0.0 0.0 0.11
H 1.620 -0.024 4.875 0.0 0.0 0.0 0.13
H 3.211 -2.772 1.187 0.0 0.0 0.0 0.10
H 4.846 -0.623 -1.810 0.0 0.0 0.0 0.10
H -0.030 0.427 -4.749 0.0 0.0 0.0 0.11
H 2.980 -5.933 -1.043 0.0 0.0 0.0 0.11
H -5.709 0.758 -0.329 0.0 0.0 0.0 0.12
H -0.384 4.412 -2.428 0.0 0.0 0.0 0.14
H 5.181 -2.133 2.457 0.0 0.0 0.0 0.11
H -3.210 -3.585 -3.723 0.0 0.0 0.0 0.13
H -5.727 -1.040 -1.406 0.0 0.0 0.0 0.12
H 5.765 0.274 2.709 0.0 0.0 0.0 0.11
H 1.064 -2.357 2.126 0.0 0.0 0.1 0.03
H 1.246 1.902 0.932 -0.1 0.0 0.0 0.08
H -0.698 -5.540 1.112 0.0 0.0 0.0 0.12
H -0.886 -3.213 -3.604 0.0 0.0 0.0 0.11
H -5.694 2.254 1.640 0.0 0.0 0.0 0.13
H -1.149 -3.020 1.961 0.0 0.0 0.0 0.06
H 2.032 -1.957 3.556 0.0 0.0 0.0 0.09
H 4.008 -1.903 -0.964 0.1 0.1 -0.1 0.03
```
Positions in Å, forces in eV/Å.

Output
E_LUMO, eV: -3.53
2S+1: 1
E_HOMO, eV: -11.2
Energy above the lowest of the compared OMol25 structures with the same formula, charge and spin, eV: 0.589
Net charge: +1